#a
A structure of composition C5H10FNO. Source: the Open Molecules 2025 dataset; level of theory: ωB97M-V with the def2-TZVPD basis set.

Molar mass ... 119.1 Da
HOMO energy ... -9.62 eV
Kohn-Sham gap ... 0.38521 hartree

Positions of all 18 atoms, in Å:
C  2.684  -0.062  -0.072
C  0.482  0.378  1.030
C  -0.681  0.505  0.040
C  -1.874  -0.431  0.167
C  0.352  0.004  -0.983
H  3.116  0.922  -0.475
H  3.091  -1.094  -0.625
H  3.242  -0.380  0.881
H  0.964  1.346  1.116
H  0.323  -0.020  2.093
H  -2.404  -0.396  -0.771
H  -2.367  -0.206  1.162
H  -0.248  -1.713  0.481
H  -0.104  -0.851  -1.661
H  0.542  1.000  -1.735
N  1.288  -0.440  0.059
O  -1.291  -1.729  -0.048
F  -1.181  1.771  -0.176

=====

#b
A cluster of 2 separate species, C5H10FNO in total. Source: the Open Molecules 2025 dataset; level of theory: ωB97M-V with the def2-TZVPD basis set.

Molar mass ... 119.1 Da
HOMO energy ... -9.37 eV
Kohn-Sham gap ... 0.36424 hartree

Positions of all 18 atoms, in Å:
C  1.640  0.154  -1.585
C  1.083  0.717  -0.180
C  -0.386  0.211  -0.274
C  -1.099  -0.024  1.039
C  -0.714  -1.102  0.167
H  1.697  -0.940  -1.257
H  0.828  0.415  -2.404
H  2.632  0.599  -1.871
H  1.126  1.831  0.029
H  1.897  -0.584  0.991
H  -0.821  0.784  -1.099
H  -0.383  0.256  1.775
H  -2.776  -0.081  2.220
H  -3.073  1.161  0.487
H  -1.467  -1.743  -0.364
N  -2.510  0.020  1.101
O  1.912  0.280  0.775
F  0.413  -1.954  0.452

=====

It is #a that is most stable; the runner-up trails by 75.1 kJ/mol.

=====

#a
A cluster of 2 separate species, C2H7N2O2 in total. Source: the Open Molecules 2025 dataset; level of theory: ωB97M-V with the def2-TZVPD basis set.

Molar mass ... 91.1 Da
Total charge ... -1
HOMO energy ... -4.28 eV
Kohn-Sham gap ... 0.31007 hartree

Positions of all 13 atoms, in Å:
N  -0.138  -1.167  1.027
C  0.176  -0.023  1.811
N  -0.196  1.247  1.212
H  -1.128  -1.336  0.953
H  0.199  -1.303  0.070
H  -0.316  -0.126  2.798
H  1.224  0.049  2.145
H  0.581  1.785  0.875
H  -0.718  1.036  0.370
O  -0.680  -0.110  -3.774
C  0.079  -0.051  -2.798
O  -0.073  -0.577  -1.671
H  0.991  0.576  -3.018

=====

#b
A cluster of 2 separate species, C2H7N2O2 in total. Source: the Open Molecules 2025 dataset; level of theory: ωB97M-V with the def2-TZVPD basis set.

Molar mass ... 91.1 Da
Total charge ... -1
HOMO energy ... -4.27 eV
Kohn-Sham gap ... 0.32312 hartree

Positions of all 13 atoms, in Å:
N  0.050  -0.912  0.281
C  -1.086  -0.019  0.395
N  -1.981  -0.401  1.535
H  0.042  -1.347  -0.632
H  0.950  -0.375  0.284
H  -0.862  1.003  0.661
H  -1.675  0.000  -0.516
H  -1.701  -1.355  1.759
H  -1.678  0.063  2.391
O  1.876  0.985  -0.290
C  1.980  0.856  -1.542
O  1.091  0.552  -2.358
H  2.994  0.949  -1.967

=====

It is #b that is most stable; the runner-up trails by 5.0 kJ/mol.